Record 1
# C10H17N4O3S

A gas-phase ion, C10H17N4O3S (charge +1) (wB97M-V/def2-TZVPD, the OMol25 dataset).

Frontier orbital gap   8.6 eV
SMILES   CCCCONC1=[N+](CC(=O)O)C[C@H](N=C=S)N1
Electronic energy   -1233.791885 hartree
Net charge   +1
HOMO level   -12.80 eV

Element x y z (Å)
S1 -5.379 2.377 0.204
O1 -2.942 -0.704 2.522
O2 1.249 -1.139 -1.131
O3 -3.109 -2.316 1.018
N1 -2.095 0.211 -1.889
N2 -3.316 2.413 -1.655
N3 -0.988 0.121 0.083
N4 0.138 -0.808 -1.834
C1 -1.020 -0.930 1.114
C2 2.460 -2.900 0.102
C3 1.412 -2.575 -1.018
C4 -1.843 1.324 0.239
C5 -4.303 2.287 -0.949
C6 1.280 -3.086 2.439
C7 -2.451 -1.275 1.629
C8 2.162 -2.211 1.477
C9 -2.192 1.574 -1.271
C10 -0.869 -0.241 -1.257
H1 0.093 -0.984 -2.844
H2 1.755 -1.190 1.319
H3 3.147 -2.060 1.976
H4 2.553 -3.991 0.267
H5 -1.121 2.080 0.634
H6 -0.347 -0.652 1.954
H7 0.718 -2.378 3.095
H8 1.826 -3.011 -1.955
H9 0.454 -3.099 -0.779
H10 0.508 -3.606 1.830
H11 -2.845 -0.280 -1.384
H12 1.865 -3.761 3.088
H13 -1.268 2.064 -1.666
H14 -2.557 -2.654 0.291
H15 -0.587 -1.871 0.701
H16 -2.634 1.339 1.014
H17 3.438 -2.510 -0.252

The Mulliken scheme yields these atomic charges, measured in e: S -0.232; O -0.465; O -0.189; O -0.483; N -0.538; N -0.501; N 0.280; N -0.007; C -0.409; C -0.758; C -0.310; C -0.755; C 0.534; C -1.072; C 0.540; C -0.302; C 0.179; C 0.185; H 0.321; H 0.183; H 0.424; H 0.341; H 0.222; H 0.257; H 0.255; H 0.396; H 0.311; H 0.249; H 0.415; H 0.392; H 0.427; H 0.351; H -0.040; H 0.438; H 0.363

***

Record 2
# C4H13NO2

2 unconnected molecules or ions with the total composition C4H13NO2 (wB97M-V/def2-TZVPD, the OMol25 dataset).

Frontier orbital gap   10.5 eV
SMILES   C[C@H](N)CCO.O
Electronic energy   -365.415376 hartree
Energy above the lowest of the compared OMol25 structures with the same formula, charge and spin   17.01 kcal/mol
Net charge   0
HOMO level   -9.67 eV

Element x y z (Å)
O1 2.862 2.450 -0.510
O2 -1.894 -1.826 -2.078
N1 0.187 1.333 0.420
C1 0.226 -0.164 0.498
C2 -1.091 -0.675 -0.087
C3 -1.075 -0.755 -1.619
C4 0.390 -0.625 1.943
H1 2.050 2.201 -0.975
H2 -1.896 -0.032 0.253
H3 -2.777 -1.547 -2.333
H4 -0.080 -0.998 -1.924
H5 -0.723 1.597 0.779
H6 1.067 -0.440 -0.139
H7 3.223 1.625 -0.178
H8 0.903 1.710 1.029
H9 -0.197 0.015 2.596
H10 0.080 -1.666 2.055
H11 -1.311 0.158 -2.167
H12 1.440 -0.697 2.208
H13 -1.383 -1.666 0.228

The Mulliken scheme yields these atomic charges, measured in e: O -0.660; O -0.556; N -0.669; C 0.499; C -0.648; C -0.485; C -1.491; H 0.336; H 0.309; H 0.315; H 0.264; H 0.251; H 0.282; H 0.309; H 0.258; H 0.334; H 0.391; H 0.273; H 0.378; H 0.310

***

Record 3
# C11H7BrCl2NORhS

A molecular structure, C11H7BrCl2NORhS (wB97M-V/def2-TZVPD, the OMol25 dataset).

Frontier orbital gap (alpha / beta)   5.7 / 5.7 eV
Electronic energy   -4555.873115 hartree
Energy above the lowest of the compared OMol25 structures with the same formula, charge and spin   1.53 kcal/mol
Net charge   +2
HOMO level (alpha / beta)   -16.12 / -16.12 eV

Element x y z (Å)
Rh1 0.129 -0.058 0.000
Br1 -0.580 -2.683 0.001
Cl1 0.850 5.169 0.001
Cl2 2.494 0.014 0.002
S1 0.204 2.094 0.004
O1 -5.697 -1.751 0.000
N1 -1.868 -0.334 0.000
C1 3.409 4.430 -0.001
C2 -4.198 0.134 -0.001
C3 -3.417 -2.153 0.000
C4 2.878 1.700 0.001
C5 2.092 4.019 0.000
C6 4.171 2.103 0.000
C7 -2.162 -1.631 0.000
C8 1.788 2.609 0.002
C9 -2.890 0.545 0.000
C10 4.428 3.488 -0.001
C11 -4.480 -1.238 0.000
H1 4.983 1.388 -0.001
H2 -4.991 0.869 -0.001
H3 -6.397 -1.084 -0.001
H4 5.458 3.825 -0.002
H5 3.635 5.488 -0.002
H6 -2.633 1.594 -0.001
H7 -3.606 -3.217 0.000

The Mulliken scheme yields these atomic charges, measured in e: Rh 0.303; Br -0.134; Cl -0.102; Cl -0.059; S -0.154; O -0.462; N -0.309; C -0.710; C -0.698; C -0.430; C 0.807; C 0.369; C -0.762; C 0.482; C 0.675; C -0.475; C -0.263; C 1.038; H 0.489; H 0.346; H 0.335; H 0.423; H 0.465; H 0.355; H 0.471

***

Record 4
# C22H24FNO2SiTc

A molecular structure, C22H24FNO2SiTc (wB97M-V/def2-TZVPD, the OMol25 dataset).

Frontier orbital gap (alpha / beta)   6.9 / 7.1 eV
⟨S²⟩   3.767
Electronic energy   -1528.025630 hartree
Multiplicity   4
Net charge   0
HOMO level (alpha / beta)   -6.76 / -7.32 eV

Element x y z (Å)
Tc1 -0.143 -0.430 -0.299
Si1 -1.748 2.354 -0.756
F1 -4.978 -2.728 -2.799
O1 -0.938 -0.599 1.199
O2 1.526 -0.262 0.588
N1 -0.344 1.493 -0.205
C1 2.522 -1.180 0.963
C2 -2.419 -2.459 -0.257
C3 1.817 3.687 1.895
C4 -3.672 -2.528 -0.852
C5 -1.254 -2.517 -1.041
C6 3.209 -3.055 2.279
C7 0.069 -2.498 -0.424
C8 0.797 3.291 1.044
C9 4.696 -2.121 0.634
C10 2.654 1.446 1.933
C11 -2.702 3.128 0.658
C12 0.651 1.964 0.610
C13 4.434 -3.059 1.624
C14 2.746 2.764 2.352
C15 1.646 1.061 1.067
C16 -2.867 1.135 -1.641
C17 -1.385 -2.642 -2.436
C18 -1.259 3.697 -1.974
C19 -2.637 -2.710 -3.026
C20 -3.765 -2.653 -2.226
C21 3.735 -1.180 0.295
C22 2.246 -2.114 1.946
H1 -2.347 -2.365 0.815
H2 -3.753 1.646 -2.021
H3 2.997 -3.788 3.046
H4 -0.504 -2.698 -3.062
H5 3.915 -0.450 -0.485
H6 -2.154 3.947 1.127
H7 5.646 -2.124 0.118
H8 -4.574 -2.488 -0.255
H9 3.537 3.065 3.025
H10 3.379 0.728 2.294
H11 -2.744 -2.814 -4.098
H12 0.098 4.048 0.712
H13 -2.924 2.385 1.426
H14 -3.196 0.342 -0.963
H15 1.285 -2.093 2.441
H16 -2.354 0.669 -2.488
H17 0.185 -2.923 0.558
H18 -3.650 3.532 0.294
H19 5.182 -3.796 1.882
H20 -0.637 4.462 -1.506
H21 -2.148 4.189 -2.376
H22 1.878 4.722 2.201
H23 -0.701 3.272 -2.811
H24 0.946 -2.752 -1.028

The Mulliken scheme yields these atomic charges, measured in e: Tc 0.750; Si -0.196; F -0.337; O -0.559; O 0.108; N 0.400; C -0.819; C -0.251; C -0.991; C -0.726; C 0.780; C -0.851; C -1.191; C -0.183; C -0.736; C -0.529; C -1.051; C -0.031; C -0.401; C -0.812; C 1.092; C -0.990; C -0.622; C -1.033; C -0.628; C 0.563; C 0.062; C 0.308; H 0.418; H 0.462; H 0.421; H 0.400; H 0.466; H 0.349; H 0.402; H 0.429; H 0.391; H 0.377; H 0.423; H 0.194; H 0.321; H 0.148; H 0.548; H 0.232; H 0.350; H 0.373; H 0.407; H 0.324; H 0.346; H 0.393; H 0.306; H 0.392

***

Record 5
# C6H12O

A single C6H12O molecule (wB97M-V/def2-TZVPD, the OMol25 dataset).

Frontier orbital gap   10.8 eV
SMILES   CCCCCC=O
Electronic energy   -311.024351 hartree
Energy above the lowest of the compared OMol25 structures with the same formula, charge and spin   21.91 kcal/mol
Net charge   0
HOMO level   -9.74 eV

Element x y z (Å)
O1 0.195 1.381 -3.714
C1 0.930 0.061 -0.610
C2 0.202 -0.200 1.851
C3 0.234 0.458 -2.947
C4 -0.247 0.473 -1.513
C5 -1.277 0.150 1.997
C6 0.547 -0.919 0.550
H1 0.908 0.597 2.090
H2 -1.446 1.092 2.524
H3 -0.345 -1.443 0.195
H4 -0.520 1.498 -1.294
H5 1.449 0.919 -0.177
H6 -1.072 -0.231 -1.429
H7 -1.794 0.284 1.036
H8 1.702 -0.465 -1.184
H9 -1.854 -0.606 2.524
H10 0.370 -0.897 2.673
H11 0.668 -0.515 -3.259
H12 1.350 -1.637 0.688

The Mulliken scheme yields these atomic charges, measured in e: O -0.471; C -0.672; C -0.475; C -0.197; C -0.326; C -1.155; C -0.722; H 0.421; H 0.308; H 0.297; H 0.254; H 0.351; H 0.335; H 0.278; H 0.437; H 0.344; H 0.296; H 0.343; H 0.354

***

Record 6
# C17H18BMnN7O2S2

A molecular structure, C17H18BMnN7O2S2 (wB97M-V/def2-TZVPD, the OMol25 dataset).

Frontier orbital gap (alpha / beta)   4.8 / 4.2 eV
⟨S²⟩   8.925
Electronic energy   -3163.953066 hartree
Multiplicity   6
Net charge   +2
HOMO level (alpha / beta)   -14.98 / -14.96 eV

Element x y z (Å)
Mn1 -0.228 0.096 -0.805
S1 -1.683 1.811 5.191
S2 -1.433 0.483 1.243
O1 -2.823 1.422 5.977
O2 -0.891 2.971 5.553
N1 1.575 -0.240 -3.124
N2 -0.855 -0.164 -3.734
N3 1.586 -0.559 -1.767
N4 0.037 1.867 -1.598
N5 -1.890 1.677 3.555
N6 0.235 1.967 -2.965
N7 -1.399 -0.621 -2.537
C1 0.886 -1.078 6.211
C2 -0.583 0.451 5.169
C3 -2.530 -1.311 -2.881
C4 -0.032 -2.188 0.562
C5 -1.190 0.737 2.911
C6 -0.371 -0.042 3.877
C7 1.060 -1.666 4.940
C8 3.288 -1.614 -2.802
C9 0.131 3.259 -3.325
C10 -2.713 -1.259 -4.280
C11 2.652 -1.376 -1.570
C12 0.017 0.006 6.332
C13 2.555 -0.913 -3.752
C14 -0.122 3.119 -1.111
C15 0.425 -1.188 3.781
C16 -0.082 4.022 -2.180
C17 -1.620 -0.542 -4.774
B1 0.469 0.650 -3.766
H1 -0.191 5.083 -2.115
H2 -0.196 0.537 7.261
H3 -3.192 -1.830 -2.196
H4 0.622 -3.039 0.340
H5 0.214 3.539 -4.361
H6 1.723 -2.522 4.858
H7 -0.749 -2.506 1.325
H8 -0.590 -1.937 -0.344
H9 2.646 -0.840 -4.825
H10 -0.277 3.299 -0.057
H11 1.416 -1.441 7.094
H12 0.594 -1.388 0.994
H13 2.937 -1.800 -0.614
H14 0.503 -1.684 2.812
H15 -3.519 -1.657 -4.857
H16 4.157 -2.215 -2.982
H17 -1.332 -0.266 -5.772
H18 0.764 0.890 -4.892

The Mulliken scheme yields these atomic charges, measured in e: Mn 0.145; S 1.090; S -0.252; O -0.491; O -0.498; N 0.274; N 0.432; N -0.332; N -0.101; N -0.396; N 0.228; N -0.278; C -0.480; C 0.248; C -0.227; C -1.338; C 0.164; C 0.871; C -0.607; C -1.059; C -0.022; C -0.993; C -0.073; C -0.698; C -0.025; C -0.067; C -0.139; C -1.106; C -0.044; B 0.123; H 0.442; H 0.452; H 0.469; H 0.424; H 0.499; H 0.441; H 0.542; H 0.580; H 0.465; H 0.497; H 0.452; H 0.246; H 0.515; H 0.351; H 0.431; H 0.424; H 0.460; H -0.037

***

no.,strongest force on any atom (eV Å⁻¹)
1,4.31
2,1.19
3,1.19
4,5.39
5,1.41
6,2.26